Below is an isolated molecule of C2H4N2OS at a distorted geometry, with properties calculated with wB97M-V/def2-TZVPD.

As for the LUMO energy: 0.45 eV. As for the net charge: 0. Its HOMO energy is -0.36059 hartree. Its relative energy (zero: lowest compared OMol25 entry of this formula, charge and spin) is 48.9 kcal per mole. The structure (SMILES) is [H]/N=C/NSC=O. The total energy is -18000.538 eV. Its HOMO-LUMO gap is 10.3 eV.

Cartesian coordinates (Å):
H  3.0898  1.3906  -0.4544
N  2.0747  1.0827  -0.4325
C  1.9924  0.1024  0.3046
N  0.8611  -0.6490  0.5557
S  -0.4744  -0.7578  -0.4947
C  -1.5802  0.3439  0.3837
O  -2.6658  0.7833  0.0388
H  2.9259  -0.2911  0.7198
H  1.0283  -1.5454  0.9178
H  -1.1515  0.5892  1.4290

---

Below is an isolated molecule of C2H4N2OS at a distorted geometry, with properties calculated with wB97M-V/def2-TZVPD.

As for the LUMO energy: 0.05 eV. As for the net charge: 0. Its HOMO energy is -0.33117 hartree. Its relative energy (zero: lowest compared OMol25 entry of this formula, charge and spin) is 81.1 kcal per mole. The structure (SMILES) is [H]/N=C(/N)SC=O. The total energy is -17999.142 eV. Its HOMO-LUMO gap is 9.1 eV.

Cartesian coordinates (Å):
H  1.2277  1.6648  1.9351
N  1.7719  1.1554  1.2389
C  0.9583  0.2969  0.5534
N  1.5406  -0.4915  -0.3088
S  -0.7476  0.6557  0.2060
C  -1.5684  -0.5277  -0.8173
O  -1.2449  -1.6978  -0.9733
H  2.7133  -0.8047  -0.5903
H  1.0315  -1.2055  -0.7929
H  -2.5781  0.1740  -0.9886

---

Below is an isolated molecule of C2H4N2OS at a distorted geometry, with properties calculated with wB97M-V/def2-TZVPD.

As for the LUMO energy: -0.68 eV. As for the net charge: 0. Its HOMO energy is -0.33174 hartree. Its relative energy (zero: lowest compared OMol25 entry of this formula, charge and spin) is 100.0 kcal per mole. The structure (SMILES) is N/N=C\C(O)=S. The total energy is -17998.323 eV. Its HOMO-LUMO gap is 8.3 eV.

Cartesian coordinates (Å):
N  0.1061  -0.3025  -2.4624
N  -0.0107  0.8820  -1.7265
C  -0.0710  0.9086  -0.5137
C  0.0490  -0.0296  0.5367
O  0.5596  -1.2649  0.1980
S  -0.3688  0.0758  2.1070
H  -0.4835  -1.2162  -1.9651
H  -0.1241  0.0527  -3.4100
H  0.3224  1.8675  -0.0210
H  1.1717  -1.1276  -0.7156

---

Below is an isolated molecule of C2H4N2OS at a distorted geometry, with properties calculated with wB97M-V/def2-TZVPD.

As for the LUMO energy: 0.79 eV. As for the net charge: 0. Its HOMO energy is -0.31434 hartree. Its relative energy (zero: lowest compared OMol25 entry of this formula, charge and spin) is 91.5 kcal per mole. The structure (SMILES) is C=NS/C=N/O. The total energy is -17998.693 eV. Its HOMO-LUMO gap is 9.3 eV.

Cartesian coordinates (Å):
C  -0.8933  -1.2940  -2.0518
N  -0.5140  -0.5300  -1.1067
S  0.4267  -1.2524  0.1389
C  0.6895  0.0775  1.1686
N  0.2581  1.2748  0.9852
O  0.6572  2.1128  2.0286
H  -1.5292  -0.8299  -2.8348
H  -0.7059  -2.3881  -2.1202
H  1.3422  -0.1281  2.0383
H  0.2686  2.9575  1.7539

---

Below is a cluster of 2 separate species, C2H4N2OS in total at a distorted geometry, with properties calculated with wB97M-V/def2-TZVPD.

As for the LUMO energy: 0.86 eV. As for the net charge: 0. Its HOMO energy is -0.33061 hartree. Its relative energy (zero: lowest compared OMol25 entry of this formula, charge and spin) is 91.6 kcal per mole. The structure (SMILES) is N#[N+][O-].C=CS. The total energy is -17998.687 eV. Its HOMO-LUMO gap is 9.9 eV.

Cartesian coordinates (Å):
N  2.1032  1.2451  -0.9966
N  2.2874  0.4409  -0.2606
O  2.5361  -0.3950  0.5181
C  -1.6032  0.7855  0.0039
C  -1.1573  -0.4173  0.3595
S  -0.2423  -1.4586  -0.7808
H  -1.2967  1.0709  -0.9058
H  -2.1311  1.4865  0.5979
H  -1.1866  -0.9094  1.2671
H  0.6905  -1.8486  0.1974

---

Below is an isolated molecule of C2H4N2OS at a distorted geometry, with properties calculated with wB97M-V/def2-TZVPD.

As for the LUMO energy: -0.19 eV. As for the net charge: 0. Its HOMO energy is -0.34058 hartree. Its relative energy (zero: lowest compared OMol25 entry of this formula, charge and spin) is 121.7 kcal per mole. The structure (SMILES) is [H]/N=C\NOC=S. The total energy is -17997.383 eV. Its HOMO-LUMO gap is 9.1 eV.

Cartesian coordinates (Å):
H  1.6049  1.6012  -0.5839
N  2.4351  1.0319  0.1726
C  2.2904  -0.1912  0.1006
N  1.0442  -0.8491  -0.0501
O  0.0997  -0.0650  -0.5597
C  -0.8850  -0.2613  0.3175
S  -2.4308  0.2200  0.0244
H  3.0878  -0.7513  0.3823
H  1.1516  -1.8252  -0.3707
H  -0.5357  -0.5899  1.2934